25
Properties=species:S:1:pos:R:3 method="wB97M-V/def2-TZVPD" total_charge=+1 homo_lumo_gap_ha=0.20006 energy_ev=-11486.54652
C 2.377 0.877 -0.780
N 2.165 2.240 -0.829
C 1.319 -0.015 -1.655
N 1.286 -1.253 -1.032
C -4.921 -1.845 4.095
C 1.734 -0.121 -3.089
H 3.378 0.589 -1.085
H 2.166 0.626 0.284
H 2.951 2.845 -0.579
H 1.298 2.504 -0.409
H 0.346 0.544 -1.414
H 0.950 -1.987 -1.598
H -3.967 -1.409 4.406
H -4.765 -2.095 3.049
H -5.034 -2.722 4.733
H -5.667 -1.096 4.253
H 1.493 0.785 -3.644
H 2.816 -0.216 -3.126
H 1.305 -0.948 -3.649
H -1.465 1.815 -0.434
H -0.282 0.753 0.284
O -0.544 1.541 -0.502
H 0.115 0.006 1.867
H 0.878 -1.166 -0.078
O 0.068 -0.251 0.931

46
Properties=species:S:1:pos:R:3 method="wB97M-V/def2-TZVPD" smiles="CC1(C)Cc2c(sc(/N=C/N3CCCC3)c2C#N)C(C)(C)N1" total_charge=0 homo_lumo_gap_ha=0.30095 energy_ev=-34813.50774
N -0.116 3.482 -1.808
C 0.038 2.472 -1.252
N -2.132 0.358 -1.128
S -0.336 -1.044 0.521
C -0.889 0.312 -0.446
C 0.144 1.241 -0.520
C 1.349 0.914 0.261
C 1.254 -0.334 0.838
C -2.912 -0.667 -1.023
N -4.149 -0.679 -1.658
N 3.314 0.175 2.164
C 2.933 -2.103 1.355
C 1.566 -1.133 3.147
C 4.341 2.287 2.086
C 4.647 0.684 0.145
C 2.447 1.911 0.580
C -5.061 -1.803 -1.464
C -4.555 0.385 -2.542
C -5.858 -1.716 -2.737
C -5.855 -0.191 -3.078
C 2.265 -0.825 1.830
C 3.680 1.232 1.227
H -2.667 -1.520 -0.421
H 4.096 -0.222 2.678
H 2.108 -2.807 1.163
H 3.414 -1.956 0.392
H 3.598 -2.509 2.132
H 0.969 -0.244 3.385
H 0.868 -1.973 3.069
H 2.242 -1.352 3.975
H 4.498 3.219 1.507
H 3.747 2.510 2.947
H 5.333 1.932 2.437
H 4.092 0.063 -0.589
H 5.445 0.032 0.581
H 5.150 1.536 -0.334
H 2.733 2.426 -0.350
H 1.960 2.663 1.211
H -5.760 -1.664 -0.613
H -4.587 -2.792 -1.402
H -4.682 1.315 -2.033
H -3.836 0.514 -3.394
H -5.332 -2.307 -3.495
H -6.882 -2.079 -2.615
H -6.696 0.313 -2.569
H -5.926 -0.058 -4.157

20
Properties=species:S:1:pos:R:3 method="wB97M-V/def2-TZVPD" smiles="[H]/N=C(/N)NC.CC(=O)O" total_charge=0 homo_lumo_gap_ha=0.36888 energy_ev=-12891.89509
C 2.894 -1.148 -0.077
C 1.467 0.966 0.132
N 0.678 0.807 1.111
N 2.308 0.109 -0.542
N 1.648 2.298 -0.398
H 0.761 -0.125 1.525
H -1.524 0.229 1.391
H 2.947 0.685 -1.073
H 1.770 2.912 0.382
H 0.825 2.538 -0.914
H 3.643 -1.327 -0.850
H 2.212 -1.990 -0.215
H 3.275 -1.114 0.940
C -3.857 -1.022 -0.411
C -2.603 -0.216 -0.106
O -2.272 -0.385 1.195
O -1.877 0.437 -0.815
H -4.109 -1.028 -1.460
H -4.595 -0.601 0.268
H -3.591 -2.027 -0.084

16
Properties=species:S:1:pos:R:3 method="wB97M-V/def2-TZVPD" total_charge=-1 homo_lumo_gap_ha="0.08495 / 0.24896" spin_multiplicity=2 s2=0.753 energy_ev=-7287.21556
C -0.987 -0.945 -1.338
N -1.647 1.193 0.347
C -2.559 0.343 -0.201
N -2.369 -0.523 -1.107
H -0.984 -2.018 -1.500
H -0.322 -0.737 -0.501
H -0.589 -0.457 -2.231
H -0.725 1.227 -0.057
H -1.923 1.973 0.913
H -3.555 0.467 0.222
C 3.097 0.229 0.526
C 2.115 -0.399 1.270
H 3.491 -0.198 -0.383
H 3.523 1.175 0.847
H 1.540 -1.246 0.911
H 1.894 -0.083 2.284

For reference, energy above the lowest of the compared OMol25 structures with the same formula, charge and spin by record: 169.4; 0.0; 21.6; 28.7 kcal per mole.